Record 1
{
  "formula": "C42H33BiF5N8OTe",
  "method": "ωB97M-V/def2-TZVPD",
  "total_charge": 1,
  "e_above_lowest_kcal_mol": 11.0,
  "e_lumo_ev": -2.630,
  "gap_ev": 7.0320,
  "elements": ["Bi", "C", "C", "N", "C", "C", "C", "C", "C", "C", "C", "N", "C", "C", "C", "C", "C", "C", "C", "C", "N", "C", "H", "H", "H", "H", "H", "H", "H", "H", "H", "H", "H", "H", "C", "C", "C", "C", "C", "C", "N", "C", "C", "C", "C", "C", "N", "C", "C", "C", "C", "C", "C", "N", "H", "H", "H", "H", "H", "H", "H", "H", "H", "H", "H", "H", "H", "H", "H", "F", "Te", "F", "F", "F", "F", "O", "N", "C", "N", "C", "C", "C", "C", "C", "C", "H", "H", "H", "H", "H", "H"],
  "xyz": [[0.067, -0.492, -0.475], [-2.641, 2.701, 2.017], [-2.287, 1.729, 1.068], [-1.314, 0.870, 1.257], [-0.591, 0.920, 2.405], [-0.835, 1.898, 3.388], [-1.910, 2.785, 3.169], [0.015, 1.978, 4.517], [1.081, 1.134, 4.606], [1.306, 0.130, 3.638], [0.453, -0.045, 2.578], [0.518, -1.072, 1.635], [0.751, -2.380, 2.001], [0.937, -2.871, 3.279], [1.154, -4.242, 3.525], [1.182, -5.161, 2.518], [0.936, -4.720, 1.196], [0.873, -5.602, 0.097], [0.576, -5.127, -1.151], [0.338, -3.754, -1.304], [0.406, -2.910, -0.300], [0.711, -3.352, 0.946], [-3.465, 3.373, 1.820], [-2.826, 1.653, 0.129], [-2.131, 3.539, 3.913], [-0.171, 2.732, 5.269], [1.768, 1.214, 5.438], [2.168, -0.513, 3.746], [0.908, -2.206, 4.126], [1.307, -4.558, 4.548], [1.365, -6.209, 2.707], [1.048, -6.658, 0.260], [0.511, -5.780, -2.009], [0.079, -3.332, -2.267], [3.524, -1.515, -0.330], [3.197, -1.466, -1.790], [4.183, -1.728, -2.741], [3.863, -1.703, -4.080], [2.562, -1.401, -4.455], [1.637, -1.134, -3.466], [1.945, -1.183, -2.160], [0.247, -0.744, -3.815], [-0.035, 0.026, -4.937], [-1.349, 0.386, -5.172], [-2.337, -0.017, -4.286], [-1.973, -0.781, -3.185], [-0.705, -1.141, -2.974], [-2.965, -1.233, -2.165], [-4.304, -1.392, -2.495], [-5.181, -1.831, -1.516], [-4.693, -2.112, -0.255], [-3.336, -1.945, 0.004], [-2.746, -2.311, 1.331], [-2.498, -1.496, -0.937], [3.376, -2.528, 0.053], [4.564, -1.240, -0.166], [2.910, -0.820, 0.239], [5.190, -1.939, -2.410], [4.616, -1.908, -4.830], [2.274, -1.372, -5.496], [0.762, 0.373, -5.579], [-1.602, 1.001, -6.025], [-3.363, 0.285, -4.438], [-4.650, -1.205, -3.501], [-6.229, -1.969, -1.744], [-5.345, -2.474, 0.527], [-2.138, -3.211, 1.228], [-2.098, -1.519, 1.699], [-3.523, -2.506, 2.068], [3.925, 1.711, -1.042], [2.135, 2.333, -1.242], [2.112, 3.778, -2.426], [2.933, 3.625, -0.109], [2.531, 1.432, -2.876], [0.364, 1.807, -2.049], [1.639, 1.107, 0.038], [-1.190, 5.097, -0.396], [-0.483, 4.175, -1.076], [0.475, 3.656, -0.354], [0.415, 4.276, 0.893], [1.194, 4.122, 2.037], [0.888, 4.923, 3.117], [-0.167, 5.850, 3.081], [-0.954, 6.001, 1.958], [-0.635, 5.196, 0.870], [-1.938, 5.651, -0.774], [-0.676, 3.910, -2.101], [2.007, 3.412, 2.066], [1.480, 4.839, 4.017], [-0.361, 6.463, 3.951], [-1.764, 6.717, 1.924]],
  "mulliken_charge": [2.923, -0.969, -0.587, 0.362, -0.381, 1.283, -1.034, -0.855, -1.264, -0.212, -0.283, 0.618, 0.723, -0.903, -1.041, -1.025, 1.259, -0.971, -1.162, -0.359, 1.160, -0.802, 0.486, 0.505, 0.485, 0.500, 0.410, 0.823, 0.755, 0.421, 0.442, 0.461, 0.533, 0.123, -1.069, 0.445, -1.104, -0.868, -0.880, 0.075, 1.036, 0.892, -1.040, -1.077, -1.093, 0.671, -0.115, 0.574, -1.151, -0.723, -1.073, 0.363, -0.866, 0.610, 0.230, 0.632, -0.044, 0.557, 0.450, 0.595, 0.497, 0.450, 0.420, 0.450, 0.437, 0.512, 0.154, -0.101, 0.536, -0.388, 1.104, -0.389, -0.366, -0.335, -0.408, -0.386, -0.037, -0.763, 0.056, 0.349, -0.283, -0.750, -0.670, -1.077, 0.849, 0.229, 0.635, 0.486, 0.469, 0.429, 0.443]
}

=====

Record 2
{
  "formula": "C42H33BrGdN4O2S2",
  "method": "ωB97M-V/def2-TZVPD",
  "s_squared": 16.045,
  "total_charge": -1,
  "multiplicity": 8,
  "e_above_lowest_kcal_mol": 0.0,
  "e_lumo_ev": [1.625, 1.642],
  "gap_ev": [5.7133, 5.8212],
  "elements": ["Gd", "Br", "C", "C", "C", "C", "C", "C", "C", "C", "C", "C", "H", "H", "H", "H", "H", "H", "C", "C", "C", "C", "C", "C", "N", "N", "C", "C", "C", "C", "C", "N", "H", "H", "H", "H", "H", "H", "H", "H", "H", "S", "C", "C", "C", "C", "C", "C", "S", "H", "H", "H", "H", "C", "C", "C", "C", "C", "C", "N", "C", "C", "C", "C", "C", "C", "C", "O", "O", "C", "C", "H", "H", "H", "H", "H", "H", "H", "H", "H", "H", "H", "H", "H", "H"],
  "xyz": [[-0.660, -0.575, 0.529], [1.731, 1.526, -0.175], [0.780, 3.090, 0.467], [1.322, 4.293, 0.103], [0.744, 5.480, 0.566], [-0.349, 5.419, 1.381], [-0.922, 4.183, 1.745], [-2.052, 4.149, 2.583], [-2.584, 2.951, 2.959], [-2.034, 1.747, 2.491], [-0.932, 1.669, 1.637], [-0.368, 2.946, 1.284], [2.195, 4.316, -0.532], [1.182, 6.424, 0.278], [-0.794, 6.322, 1.777], [-2.485, 5.080, 2.925], [-3.445, 2.921, 3.615], [-2.516, 0.835, 2.843], [-0.344, -2.348, 6.462], [-1.647, -2.686, 6.128], [-2.106, -2.490, 4.845], [-1.277, -1.927, 3.869], [0.040, -1.601, 4.206], [0.493, -1.816, 5.493], [-1.751, -1.623, 2.590], [-3.076, -1.758, 2.531], [-3.731, -1.396, 1.428], [-5.148, -1.441, 1.506], [-5.904, -1.103, 0.420], [-5.256, -0.747, -0.767], [-3.876, -0.739, -0.778], [-3.110, -1.020, 0.273], [0.015, -2.491, 7.472], [-2.316, -3.097, 6.872], [-3.115, -2.745, 4.556], [0.692, -1.154, 3.462], [1.509, -1.557, 5.750], [-5.588, -1.751, 2.441], [-6.986, -1.121, 0.467], [-5.812, -0.489, -1.656], [-3.351, -0.488, -1.694], [1.880, -1.496, 1.038], [1.858, -3.065, 1.744], [3.091, -3.604, 2.134], [3.186, -4.842, 2.718], [2.029, -5.568, 2.998], [0.805, -5.050, 2.646], [0.693, -3.830, 1.973], [-0.877, -3.421, 1.358], [3.967, -3.002, 1.946], [4.158, -5.248, 2.962], [2.087, -6.530, 3.487], [-0.105, -5.594, 2.856], [5.204, 1.536, -3.019], [3.895, 2.225, -3.267], [3.850, 3.613, -3.269], [2.649, 4.284, -3.402], [1.479, 3.565, -3.531], [1.505, 2.176, -3.556], [0.261, 1.515, -3.570], [-0.020, 0.348, -4.237], [0.238, 0.218, -5.606], [-0.178, -0.904, -6.292], [-0.825, -1.939, -5.634], [-1.024, -1.859, -4.270], [-0.642, -0.724, -3.570], [-0.775, -0.695, -2.086], [-1.005, 0.409, -1.500], [-0.616, -1.751, -1.440], [2.720, 1.488, -3.434], [2.730, -0.012, -3.395], [5.993, 2.264, -2.855], [5.488, 0.900, -3.856], [5.133, 0.913, -2.130], [4.763, 4.175, -3.137], [2.620, 5.364, -3.385], [0.524, 4.064, -3.592], [-0.206, 1.539, -2.660], [0.762, 1.017, -6.111], [-0.004, -0.973, -7.357], [-1.157, -2.810, -6.182], [-1.467, -2.675, -3.720], [2.456, -0.432, -4.364], [2.008, -0.374, -2.663], [3.702, -0.401, -3.118]],
  "mulliken_spin": [7.470, -0.004, -0.013, 0.001, -0.002, 0.001, -0.008, 0.010, -0.006, 0.006, -0.141, -0.003, 0.001, 0.000, 0.000, 0.000, -0.001, -0.002, 0.028, -0.013, 0.032, -0.022, 0.031, -0.017, -0.005, 0.118, -0.033, 0.028, -0.007, 0.041, -0.016, 0.018, 0.003, -0.001, 0.006, -0.003, -0.001, 0.002, 0.000, 0.002, 0.004, -0.104, -0.038, 0.023, -0.038, 0.022, -0.032, 0.023, -0.260, 0.001, -0.004, 0.001, 0.000, 0.000, 0.001, 0.000, 0.000, 0.000, 0.001, -0.001, -0.004, 0.000, 0.000, 0.000, 0.000, 0.003, -0.024, -0.043, -0.031, 0.000, -0.003, 0.000, 0.000, 0.000, 0.000, 0.000, 0.000, 0.001, 0.000, 0.000, 0.000, 0.000, 0.000, 0.000, 0.000]
}

=====

Record 3
{
  "formula": "C42H33CdN6O4S2",
  "method": "ωB97M-V/def2-TZVPD",
  "total_charge": -1,
  "e_above_lowest_kcal_mol": 67.5,
  "e_lumo_ev": 1.172,
  "gap_ev": 4.2821,
  "elements": ["Cd", "O", "C", "C", "C", "C", "C", "C", "C", "N", "C", "C", "N", "C", "C", "C", "C", "C", "C", "C", "O", "H", "H", "H", "H", "H", "H", "H", "H", "H", "H", "H", "H", "H", "H", "S", "C", "C", "C", "C", "C", "C", "N", "C", "C", "C", "C", "C", "C", "C", "C", "N", "C", "C", "C", "C", "C", "S", "C", "H", "H", "H", "H", "H", "H", "H", "H", "H", "H", "H", "H", "N", "C", "C", "C", "C", "C", "N", "H", "H", "H", "H", "H", "H", "O", "C", "O", "H"],
  "xyz": [[-0.684, -0.523, 0.040], [0.865, -2.231, 0.828], [0.609, -3.466, 1.036], [1.668, -4.417, 0.975], [1.490, -5.760, 1.206], [0.199, -6.258, 1.481], [-0.862, -5.382, 1.454], [-0.725, -4.013, 1.250], [-1.869, -3.209, 1.393], [-1.974, -1.908, 1.300], [-3.192, -1.255, 1.782], [-2.874, 0.082, 2.430], [-2.387, 1.232, 1.517], [-3.605, 1.763, 0.798], [-3.423, 2.057, -0.659], [-3.956, 3.211, -1.225], [-3.793, 3.621, -2.548], [-3.187, 2.765, -3.444], [-2.828, 1.489, -3.013], [-2.833, 1.099, -1.626], [-2.292, -0.047, -1.375], [2.658, -4.009, 0.862], [2.315, -6.468, 1.075], [0.066, -7.306, 1.654], [-1.870, -5.797, 1.643], [-2.758, -3.802, 1.669], [-3.749, -1.930, 2.452], [-3.823, -1.069, 0.912], [-2.074, -0.086, 3.161], [-3.802, 0.489, 2.897], [-4.421, 0.996, 0.889], [-4.617, 3.833, -0.572], [-4.087, 4.600, -2.866], [-3.035, 3.065, -4.479], [-2.465, 0.761, -3.727], [-0.813, 5.619, 0.235], [-1.033, 7.117, -0.657], [-0.132, 7.287, -1.673], [0.660, 6.117, -1.852], [0.339, 5.118, -0.929], [0.801, 3.791, -0.983], [0.169, 2.717, -0.306], [0.462, 1.452, -0.609], [1.322, 1.193, -1.620], [2.196, 2.176, -2.145], [3.231, 1.824, -3.072], [3.451, 0.549, -3.437], [2.590, -0.496, -2.972], [2.839, -1.849, -3.240], [1.961, -2.843, -2.773], [0.821, -2.385, -2.087], [0.635, -1.121, -1.752], [1.494, -0.153, -2.142], [2.319, -4.235, -2.938], [3.629, -4.670, -3.051], [3.767, -6.082, -2.986], [2.563, -6.698, -2.837], [1.247, -5.571, -2.762], [1.859, 3.493, -1.847], [-1.736, 7.858, -0.295], [-0.056, 8.150, -2.353], [1.454, 5.935, -2.597], [-0.588, 2.905, 0.482], [3.873, 2.596, -3.452], [4.225, 0.280, -4.164], [3.768, -2.129, -3.742], [0.041, -3.103, -1.771], [4.452, -3.974, -3.151], [4.721, -6.587, -3.010], [2.424, -7.751, -2.728], [2.444, 4.297, -2.284], [0.479, 2.364, 3.986], [1.109, 1.192, 4.305], [2.309, 1.108, 5.056], [2.749, -0.119, 5.504], [2.054, -1.281, 5.118], [0.919, -1.114, 4.308], [0.421, 0.081, 3.966], [0.954, 3.225, 4.160], [-0.201, 2.295, 3.260], [2.874, 2.036, 5.236], [3.682, -0.213, 6.056], [2.411, -2.299, 5.281], [0.417, -1.982, 3.898], [-4.772, 2.774, 2.698], [-4.066, 2.895, 1.725], [-1.826, 2.184, 2.247], [-3.593, 3.900, 1.529]],
  "mulliken_charge": [2.401, -0.736, 0.721, -0.676, -0.451, -0.751, -0.535, 0.697, -0.833, 0.555, -1.001, -0.844, 0.708, 0.295, -0.141, -0.600, -0.902, -0.458, -0.454, 0.297, -1.306, 0.445, 0.382, 0.396, 0.276, 0.185, 0.488, 0.323, 0.259, 0.355, 0.334, 0.276, 0.411, 0.375, 0.368, 0.058, -0.518, -0.532, -0.606, 0.683, 0.939, -0.025, -0.096, -0.449, 0.662, -1.134, -0.953, 0.908, -0.903, 0.664, -0.467, -0.410, 0.087, 0.519, -0.546, -0.659, -0.401, -0.093, -0.982, 0.439, 0.366, 0.247, -0.301, 0.408, 0.366, 0.313, 0.450, 0.317, 0.392, 0.465, 0.383, -0.316, 0.567, -0.833, -0.188, -0.898, -0.076, -0.043, 0.193, 0.368, 0.261, 0.359, 0.356, 0.341, -0.565, -0.052, -1.133, 0.203]
}